1.
Below is a molecular structure, C6H6EuO3, with properties calculated with the ωB97M-V functional and the def2-TZVPD basis.

Properties
E_HOMO (spin up / spin down)	-0.3559 / -0.4181	Eh
total charge	+1
LUMO level (spin up / spin down)	-6.184 / -5.998	eV
2S+1	9

Cartesian coordinates (Å):
O: 3.26 0.86 2.14
C: 3.37 0.14 1.13
O: 4.21 -0.73 0.86
C: -1.16 0.10 0.47
H: -1.36 1.13 0.83
H: -0.70 -0.42 1.33
C: -2.45 -0.58 0.04
H: -2.27 -1.63 -0.25
H: -3.16 -0.61 0.88
H: -2.97 -0.02 -0.76
C: 2.30 0.30 0.08
C: 1.14 0.79 -0.24
C: -0.12 0.22 -0.60
O: -0.28 -0.31 -1.72
Eu: -1.81 -0.87 -3.48
H: 2.01 1.63 -0.71



2.
Below is a molecular structure, C6H6F2NS4SbTc, with properties calculated with the ωB97M-V functional and the def2-TZVPD basis.

Properties
E_HOMO (spin up / spin down)	-0.2844 / -0.3061	Eh
total charge	0
LUMO level (spin up / spin down)	-2.290 / -2.114	eV
2S+1	4

Cartesian coordinates (Å):
Tc: -0.53 -1.20 0.39
S: 1.28 -5.15 0.95
Sb: -0.71 -4.20 1.09
S: -1.31 -2.80 -0.93
S: -0.19 -2.09 2.40
S: -2.53 -4.53 2.40
F: 2.18 -0.31 -0.03
C: 1.33 -1.35 -0.44
F: 1.39 -1.20 -1.80
H: 1.87 -2.38 -0.27
C: 0.16 3.40 -0.57
C: 0.21 2.89 0.75
C: -0.26 1.59 0.95
N: -0.77 0.82 -0.08
C: -0.78 1.31 -1.35
C: -0.33 2.59 -1.56
H: 0.53 4.41 -0.76
H: 0.50 3.51 1.62
H: -0.30 1.11 1.90
H: -1.27 0.64 -2.11
H: -0.45 2.93 -2.56



3.
Below is a molecular structure, C6H6FLiO6Tl, with properties calculated with the ωB97M-V functional and the def2-TZVPD basis.

Properties
E_HOMO (spin up / spin down)	-0.1526 / -0.2501	Eh
total charge	0
LUMO level (spin up / spin down)	-0.418 / -0.462	eV
2S+1	2

Cartesian coordinates (Å):
H: -0.98 -1.67 1.51
O: 2.50 1.30 0.57
O: 1.48 0.25 -1.04
O: 1.11 2.45 -0.77
C: 2.74 -0.16 0.83
C: 2.38 -0.70 -0.50
C: 1.70 1.41 -0.42
H: 3.81 -0.26 1.05
F: 3.46 -0.75 -1.47
H: 1.94 -1.70 -0.56
Tl: 1.74 4.31 0.48
H: -3.73 -2.00 0.53
O: -3.25 -0.06 -0.01
O: -1.09 -0.38 -0.09
O: -1.97 1.44 -1.04
C: -3.04 -1.21 0.84
C: -1.57 -1.55 0.59
C: -2.10 0.39 -0.44
H: -3.25 -0.90 1.87
H: -1.43 -2.40 -0.08
Li: -0.45 2.22 -1.84



4.
Below is C6H6FNO3 in the gas phase, with properties calculated with the ωB97M-V functional and the def2-TZVPD basis.

Properties
SMILES string	O=[N+]([O-])[C@@]1(F)C=CC=C[C@@H]1O
E_HOMO	-0.3515	Eh
total charge	0
LUMO level	-0.625	eV
2S+1	1

Cartesian coordinates (Å):
O: -0.02 1.96 1.52
N: 0.74 1.01 1.62
O: 1.47 0.71 2.54
C: 0.86 0.09 0.36
F: 2.34 0.16 0.28
C: 0.37 -1.25 0.66
C: -0.84 -1.64 0.33
C: -1.80 -0.72 -0.37
C: -1.22 0.38 -0.91
C: 0.24 0.78 -0.86
O: 0.90 0.34 -2.04
H: 0.99 -1.95 1.15
H: -1.34 -2.62 0.45
H: -2.71 -1.06 -0.66
H: -1.85 1.21 -1.15
H: 0.09 1.86 -0.94
H: 1.79 0.73 -2.00



5.
Below is a molecular structure, C6H6FeLiO2, with properties calculated with the ωB97M-V functional and the def2-TZVPD basis.

Properties
E_HOMO (spin up / spin down)	-0.6992 / -0.8817	Eh
total charge	+3
LUMO level (spin up / spin down)	-14.159 / -17.099	eV
2S+1	7

Cartesian coordinates (Å):
C: -0.46 -1.92 -0.31
C: 0.68 -1.29 0.04
C: 0.78 0.02 0.76
H: -0.42 -2.90 -0.79
H: -1.44 -1.54 0.01
H: 1.64 -1.75 -0.22
H: 1.60 0.58 0.28
C: 1.30 -0.18 2.16
O: 1.09 -1.02 2.94
O: -0.39 1.39 -1.63
C: -0.88 1.64 -0.41
C: -0.55 0.92 0.68
Fe: -0.39 -0.44 -2.12
Li: 0.07 2.87 -2.66
H: -1.07 1.13 1.61
H: -1.56 2.49 -0.33



6.
Below is C6H6IN3 in the gas phase, with properties calculated with the ωB97M-V functional and the def2-TZVPD basis.

Properties
SMILES string	I[C@H]1N=CCn2ccnc21
E_HOMO	-0.3206	Eh
total charge	0
LUMO level	-0.050	eV
2S+1	1

Cartesian coordinates (Å):
I: 2.31 2.48 1.39
C: 1.78 0.47 0.65
N: 1.36 -0.31 1.68
C: 0.31 -0.99 1.81
C: -0.68 -1.15 0.70
N: -0.60 -0.22 -0.38
C: -1.51 0.20 -1.39
C: -0.77 1.12 -2.13
N: 0.39 1.42 -1.60
C: 0.48 0.59 -0.55
H: 2.53 -0.13 0.11
H: 0.24 -1.56 2.65
H: -0.68 -2.28 0.30
H: -1.76 -1.11 1.09
H: -2.43 -0.29 -1.38
H: -0.97 1.77 -2.95



7.
Below is C6H6INS in the gas phase, with properties calculated with the ωB97M-V functional and the def2-TZVPD basis.

Properties
E_HOMO	-0.2913	Eh
total charge	0
LUMO level	-1.026	eV
2S+1	1

Cartesian coordinates (Å):
C: -0.51 1.67 1.08
C: -1.30 0.51 0.70
C: 0.82 1.70 0.80
C: -0.87 -0.28 -0.25
C: 0.95 -1.65 -0.99
C: -0.36 -1.01 -1.21
N: 1.40 0.67 0.19
S: 2.15 -0.14 -0.82
I: 1.84 0.62 -3.26
H: -0.97 2.45 1.65
H: -2.19 0.29 1.27
H: 1.45 2.51 1.15
H: 1.30 -2.28 -1.80
H: 1.06 -2.14 -0.03
H: -0.72 -0.96 -2.22



8.
Below is a molecular structure, C6H6IrLiO2, with properties calculated with the ωB97M-V functional and the def2-TZVPD basis.

Properties
E_HOMO (spin up / spin down)	-0.7969 / -0.8485	Eh
total charge	+3
LUMO level (spin up / spin down)	-13.785 / -16.427	eV
2S+1	6

Cartesian coordinates (Å):
C: -0.75 1.75 0.90
C: -0.77 1.18 -0.33
C: -1.12 -0.19 -0.67
H: -0.49 2.81 1.00
H: -1.23 1.25 1.76
H: -0.38 1.76 -1.18
H: -0.68 -0.58 -1.60
C: -2.39 -0.66 -0.44
O: -3.38 -0.84 0.13
O: 2.18 -0.20 -0.30
C: 1.71 -1.37 -0.03
C: 0.59 -1.39 0.82
Ir: 1.23 0.75 1.23
Li: 3.16 0.33 -1.80
H: 0.21 -2.37 1.11
H: 2.10 -2.23 -0.59



9.
Below is a molecular structure, C6H6IrO5S, with properties calculated with the ωB97M-V functional and the def2-TZVPD basis.

Properties
E_HOMO (spin up / spin down)	-0.7986 / -0.7934	Eh
total charge	+3
LUMO level (spin up / spin down)	-14.695 / -17.693	eV
2S+1	5

Cartesian coordinates (Å):
Ir: 0.23 -1.57 -1.48
O: -0.63 3.98 0.94
C: -0.37 2.86 0.75
C: 1.78 -1.06 -0.30
O: 2.79 -0.99 0.32
C: -1.38 -1.53 -0.29
O: -2.35 -1.78 0.35
C: 0.07 -0.43 -3.10
O: 0.01 0.05 -4.20
C: 0.68 1.00 4.49
S: 0.80 0.01 2.98
C: -0.52 -1.18 3.33
O: 0.33 0.85 1.81
H: 0.80 0.32 5.39
H: -0.27 1.49 4.54
H: 1.51 1.70 4.51
H: -1.46 -0.73 3.17
H: -0.35 -2.06 2.72
H: -0.42 -1.51 4.43



10.
Below is a gas-phase ion, C6H6N (charge +1), with properties calculated with the ωB97M-V functional and the def2-TZVPD basis.

Properties
E_HOMO (spin up / spin down)	-0.5353 / -0.5282	Eh
total charge	+1
LUMO level (spin up / spin down)	-6.873 / -6.990	eV
2S+1	1

Cartesian coordinates (Å):
C: 0.84 -0.19 -1.90
C: 1.02 0.98 -2.50
C: -0.08 1.13 0.79
C: -1.41 0.39 0.37
C: 0.98 -1.22 -1.13
C: -0.26 -0.30 0.89
N: 0.69 -1.38 0.34
H: 0.65 1.52 0.01
H: -0.13 1.66 1.69
H: -2.46 0.44 0.81
H: -1.75 0.50 -0.63
H: 0.41 -2.37 0.45
H: 1.51 -1.17 0.80



11.
Below is a gas-phase ion, C6H6N (charge +1), with properties calculated with the ωB97M-V functional and the def2-TZVPD basis.

Properties
SMILES string	C#CC=[N+]=CC=C
E_HOMO	-0.5600	Eh
total charge	+1
LUMO level	-6.376	eV
2S+1	1

Cartesian coordinates (Å):
C: -1.01 -1.33 0.22
C: -1.85 -0.39 -0.06
C: -2.07 1.01 -0.40
N: -0.86 1.38 -0.82
C: 0.22 0.94 -0.10
C: 1.49 0.24 -0.51
C: 1.95 -0.63 0.37
H: -1.51 -2.20 0.83
H: -3.04 1.38 -0.22
H: 0.26 1.20 0.91
H: 1.75 0.09 -1.58
H: 2.75 -1.34 0.00
H: 1.91 -0.35 1.37



12.
Below is a gas-phase ion, C6H6N (charge +1), with properties calculated with the ωB97M-V functional and the def2-TZVPD basis.

Properties
E_HOMO	-0.4952	Eh
total charge	+1
LUMO level	-3.939	eV
2S+1	1

Cartesian coordinates (Å):
C: -3.09 0.38 0.10
C: -0.65 -1.12 0.67
C: 0.21 -1.12 -0.47
C: 0.69 0.37 -0.47
C: -1.99 0.60 -0.31
C: -0.70 0.19 -0.01
N: 1.86 0.36 0.45
H: -4.12 0.29 0.32
H: 0.23 -1.88 -1.31
H: 1.05 0.89 -1.28
H: 2.50 -0.43 0.39
H: 1.57 0.33 1.37
H: 2.44 1.16 0.55